3 unconnected molecules or ions with the total composition C2H7N3O3 at a distorted geometry. Source: the Open Molecules 2025 dataset; level of theory: ωB97M-V/def2-TZVPD.

Each line ends with the Löwdin charge.
Geometry (Å):
C: -1.74 -1.27 -0.49  -0.129
N: -1.58 0.00 0.16  -0.050
N: -0.58 0.66 -0.20  -0.132
N: -0.48 1.88 0.31  0.063
H: -2.72 -1.29 -0.96  0.069
H: -1.75 -2.04 0.29  0.075
H: -0.96 -1.49 -1.23  0.065
H: -1.14 2.15 1.04  0.106
H: 0.39 2.35 0.13  0.085
O: 1.55 -0.98 -0.99  0.131
C: 1.57 0.19 -1.08  -0.482
O: 1.71 1.25 -1.52  0.194
O: 1.71 -0.13 1.50  -0.087
H: 1.65 -0.93 0.87  0.053
H: 2.37 -0.34 2.17  0.041

Its largest force on an atom is 2.724 eV/A. For the gap between HOMO and LUMO, the calculation gives 10.0 eV. As for the SMILES: C/N=N/N.O=C=O.O. As for the energy above the lowest of the compared OMol25 structures with the same formula, charge and spin: 51.1 kcal per mole. As for the lowest unoccupied orbital energy: 0.7 eV.



C2H7N3S in the gas phase at a distorted geometry. Source: the Open Molecules 2025 dataset; level of theory: ωB97M-V/def2-TZVPD.

Each line ends with the Löwdin charge.
Geometry (Å):
H: 1.61 1.18 0.01  0.031
N: 1.91 0.17 0.27  0.025
C: 0.69 -0.44 0.08  -0.613
N: 1.14 -1.68 -0.35  0.026
N: -0.55 0.04 -0.10  -0.532
C: -0.82 1.41 -0.20  -0.208
S: -1.90 -1.05 0.00  0.810
H: 2.24 -1.77 -0.05  0.171
H: 0.58 -2.52 -0.19  0.050
H: -0.74 2.19 0.77  0.149
H: -0.33 1.88 -1.21  0.138
H: -1.87 1.48 -0.43  0.027
H: -1.96 -0.90 1.40  -0.073

Its largest force on an atom is 7.364 eV/A. For the gap between HOMO and LUMO, the calculation gives 8.7 eV. As for the SMILES: [H]/N=C(/N)N(C)S. As for the energy above the lowest of the compared OMol25 structures with the same formula, charge and spin: 64.8 kcal per mole. As for the lowest unoccupied orbital energy: 0.4 eV.



C2H7N3S in the gas phase at a distorted geometry. Source: the Open Molecules 2025 dataset; level of theory: ωB97M-V/def2-TZVPD.

Each line ends with the Löwdin charge.
Geometry (Å):
H: -0.83 2.30 -0.33  0.049
N: -0.05 1.65 -0.25  0.112
C: -0.37 0.49 0.16  -0.544
C: -1.82 0.04 0.54  -0.218
N: -2.48 -0.81 -0.47  -0.004
N: 0.51 -0.55 0.26  -0.433
S: 2.12 -0.35 -0.16  0.739
H: -2.40 1.00 0.65  0.115
H: -1.77 -0.49 1.49  0.101
H: -2.52 -0.34 -1.36  0.066
H: -1.91 -1.66 -0.55  0.069
H: 0.47 -1.18 1.06  0.082
H: 2.38 0.74 0.60  -0.134

Its largest force on an atom is 2.248 eV/A. For the gap between HOMO and LUMO, the calculation gives 9.8 eV. As for the SMILES: [H]/N=C(\CN)NS. As for the energy above the lowest of the compared OMol25 structures with the same formula, charge and spin: 13.5 kcal per mole. As for the lowest unoccupied orbital energy: 0.7 eV.



C2H7N3S in the gas phase at a distorted geometry. Source: the Open Molecules 2025 dataset; level of theory: ωB97M-V/def2-TZVPD.

Each line ends with the Löwdin charge.
Geometry (Å):
C: -0.10 0.15 1.92  -0.069
N: 0.46 -0.18 0.60  -0.293
N: 0.61 -1.53 0.33  -0.010
C: -0.06 0.54 -0.48  -0.416
N: -0.05 0.07 -1.65  -0.302
S: -0.58 1.45 -2.73  0.643
H: -1.22 -0.13 2.00  0.110
H: 0.55 -0.31 2.61  0.055
H: 0.00 1.25 2.15  0.092
H: 1.33 -1.69 -0.49  0.128
H: -0.37 -1.90 -0.02  0.123
H: -0.25 1.59 -0.37  0.072
H: -0.33 0.70 -3.88  -0.133

Its largest force on an atom is 2.986 eV/A. For the gap between HOMO and LUMO, the calculation gives 9.3 eV. As for the SMILES: CN(N)/C=N/S. As for the energy above the lowest of the compared OMol25 structures with the same formula, charge and spin: 53.7 kcal per mole. As for the lowest unoccupied orbital energy: 0.8 eV.



Which formula does entry 1 have?
C2H7N3O3



Which of these has the lowest energy above the lowest of the compared OMol25 structures with the same formula, charge and spin?
number 3



Among the records above, which one has the lowest lowest unoccupied orbital energy?
number 2



The lowest gap between HOMO and LUMO belongs to which entry?
number 2